DFT (ωB97M-V/def2-TZVPD) results for a structure of composition C14H14BN4O8S4Tc in a non-equilibrium geometry.

Its net charge is -1. Its LUMO energy (alpha / beta) is 1.431 / 1.382 eV. The energy comes out at -83306.7541 eV. As for the energy relative to the best compared isomer or geometry (same formula, charge and spin): 278.2 kJ/mol. Its spin multiplicity is 2. The calculation puts the frontier orbital gap (alpha / beta) at 6.39 / 6.25 eV. The calculation puts the HOMO energy (alpha / beta) at -5.0 / -4.9 eV.

Geometry (Å):
Tc (-0.836, -0.352, 0.049)
N (1.849, -0.106, 3.554)
C (1.176, -0.299, 2.390)
S (-0.557, -0.281, 2.465)
N (1.907, -0.477, 1.311)
N (1.194, -0.589, 0.175)
C (1.821, -0.672, -0.938)
C (1.023, -0.708, -2.142)
C (1.528, -0.908, -3.419)
C (0.658, -0.949, -4.492)
C (-0.699, -0.760, -4.275)
C (-1.144, -0.554, -2.983)
N (-0.302, -0.549, -1.944)
H (1.319, -0.291, 4.389)
H (2.819, -0.380, 3.553)
H (2.903, -0.695, -0.939)
H (2.593, -1.049, -3.544)
H (1.031, -1.128, -5.492)
H (-1.404, -0.773, -5.094)
H (-2.189, -0.384, -2.749)
C (-1.853, 2.918, 1.462)
S (-1.212, 2.368, -0.091)
O (-2.011, 1.233, -0.609)
O (-1.208, 3.507, -0.963)
O (0.137, 1.794, 0.182)
H (-2.872, 3.260, 1.290)
H (-1.184, 3.715, 1.779)
H (-1.857, 2.090, 2.164)
O (0.330, -3.240, -0.631)
B (-0.509, -2.496, 0.228)
O (-1.117, -3.386, 1.123)
C (-0.709, -4.639, 0.782)
C (-1.076, -5.850, 1.321)
C (-0.488, -6.991, 0.773)
C (0.423, -6.903, -0.272)
C (0.773, -5.671, -0.826)
C (0.182, -4.554, -0.284)
H (-1.799, -5.907, 2.124)
H (-0.754, -7.965, 1.166)
H (0.869, -7.808, -0.665)
H (1.470, -5.596, -1.652)
O (-5.629, -0.878, 0.305)
S (-4.554, 0.029, -0.070)
O (-4.192, 0.970, 0.973)
O (-4.654, 0.539, -1.422)
S (-2.962, -1.445, -0.132)

Cartesian forces (eV/Å) of the 2 atoms listed first:
0.0 -0.4 0.5
0.1 -0.2 0.0

Löwdin atomic charge list, values in e, 6 entries: 1.03, 0.06, -0.82, 0.68, 0.02, -0.21

***

DFT (ωB97M-V/def2-TZVPD) results for a structure of composition C14H14BaBrNO2 in a non-equilibrium geometry.

Its net charge is -2. Its LUMO energy is 4.740 eV. The energy comes out at -91070.5749 eV. The calculation puts the frontier orbital gap at 5.68 eV. The calculation puts the HOMO energy at -0.9 eV.

Geometry (Å):
C (1.822, -0.633, -1.724)
C (1.039, 0.304, -2.461)
C (1.359, 1.619, -1.980)
H (0.328, 0.070, -3.262)
C (2.294, 1.481, -0.907)
C (2.589, 0.089, -0.757)
H (3.350, -0.352, -0.095)
H (1.894, -1.715, -1.910)
H (0.966, 2.558, -2.377)
H (2.797, 2.311, -0.401)
Ba (-0.633, 0.733, -0.028)
Br (-3.169, 1.084, -1.914)
C (-1.448, -1.529, 2.018)
C (-0.047, -1.722, 2.234)
C (0.493, -2.385, 1.083)
H (0.492, -1.509, 3.160)
C (-0.567, -2.581, 0.139)
C (-1.765, -2.033, 0.710)
H (-2.751, -2.019, 0.234)
H (-2.160, -1.127, 2.742)
H (1.520, -2.752, 0.964)
H (-0.474, -3.105, -0.822)
O (-2.662, 1.865, 2.951)
C (-2.071, 2.849, 2.527)
C (-2.365, 4.317, 2.739)
C (-1.465, 5.049, 1.785)
C (-0.699, 3.959, 1.076)
O (0.030, 4.056, 0.077)
N (-0.970, 2.759, 1.687)
H (-3.426, 4.539, 2.619)
H (-2.162, 4.568, 3.784)
H (-1.979, 5.703, 1.081)
H (-0.759, 5.713, 2.289)

Cartesian forces (eV/Å) of the 2 atoms listed first:
0.2 0.6 0.1
0.7 0.3 0.1

Löwdin atomic charge list, values in e, 6 entries: -0.24, -0.31, -0.34, 0.07, -0.27, -0.23

***

DFT (ωB97M-V/def2-TZVPD) results for a structure of composition C14H14ClCuNO2 in a non-equilibrium geometry.

Its net charge is -2. Its LUMO energy (alpha / beta) is 4.128 / 4.128 eV. The energy comes out at -77486.6687 eV. Its spin multiplicity is 2. The calculation puts the frontier orbital gap (alpha / beta) at 2.85 / 2.82 eV. The calculation puts the HOMO energy (alpha / beta) at 1.3 / 1.3 eV.

Geometry (Å):
C (-0.476, 0.986, -3.758)
C (0.908, 0.922, -3.400)
C (1.080, 1.629, -2.158)
C (-0.205, 2.144, -1.776)
C (-1.155, 1.744, -2.764)
Cu (-0.069, -0.332, -1.734)
N (-1.767, -1.123, -2.027)
C (-0.193, -2.151, -2.261)
C (1.207, -1.748, -2.330)
H (2.024, 1.788, -1.642)
H (1.706, 0.442, -3.968)
H (-0.408, 2.766, -0.909)
H (-2.214, 1.993, -2.755)
H (-0.915, 0.546, -4.655)
H (1.633, -1.606, -3.323)
H (-0.291, -2.913, -1.466)
H (-1.983, -1.514, -1.091)
H (1.836, -2.053, -1.493)
H (-0.451, -2.583, -3.247)
Cl (-0.474, 0.894, 6.812)
C (-0.258, 0.507, 5.159)
C (0.340, -0.715, 4.799)
C (0.519, -1.017, 3.447)
C (0.108, -0.125, 2.447)
C (-0.496, 1.085, 2.815)
C (-0.678, 1.409, 4.164)
C (0.303, -0.499, 0.996)
O (0.918, -1.557, 0.749)
O (-0.224, 0.323, 0.150)
H (0.658, -1.409, 5.572)
H (0.982, -1.957, 3.155)
H (-0.826, 1.774, 2.038)
H (-1.141, 2.350, 4.455)

Cartesian forces (eV/Å) of the 2 atoms listed first:
0.6 1.0 -0.2
-0.5 0.9 -0.1

Löwdin atomic charge list, values in e, 6 entries: -0.22, -0.24, -0.21, -0.22, -0.22, 0.18

***

DFT (ωB97M-V/def2-TZVPD) results for a structure of composition C14H14N2O2ReS2 in a non-equilibrium geometry.

Its net charge is +2. Its LUMO energy (alpha / beta) is -10.325 / -11.663 eV. The energy comes out at -45596.7875 eV. Its spin multiplicity is 4. The calculation puts the frontier orbital gap (alpha / beta) at 6.35 / 5.19 eV. The calculation puts the HOMO energy (alpha / beta) at -16.7 / -16.9 eV.

Geometry (Å):
Re (0.260, -1.440, -0.060)
C (-2.389, 3.606, -1.175)
C (-1.025, 2.924, -1.128)
C (-0.649, 2.333, -2.497)
C (-0.905, 1.869, -0.056)
C (-2.016, 1.338, 0.620)
C (-1.912, 0.383, 1.644)
C (-0.684, -0.102, 2.058)
C (-0.521, -0.942, 3.295)
C (0.453, 0.367, 1.322)
C (0.327, 1.357, 0.296)
H (-2.335, 4.473, -1.830)
H (-2.713, 3.955, -0.192)
H (-3.160, 2.948, -1.583)
H (-0.276, 3.684, -0.890)
H (-1.313, 1.507, -2.765)
H (0.382, 1.973, -2.515)
H (-0.748, 3.101, -3.262)
H (-3.003, 1.694, 0.352)
H (-2.810, 0.051, 2.153)
H (-1.477, -1.311, 3.659)
H (-0.075, -0.329, 4.082)
H (0.149, -1.792, 3.155)
H (1.442, 0.218, 1.754)
H (1.230, 1.753, -0.157)
S (1.882, -2.678, 1.139)
C (2.519, -3.062, -0.397)
S (1.785, -2.120, -1.646)
C (3.517, -4.041, -0.639)
C (4.052, -4.790, 0.426)
N (4.486, -5.411, 1.301)
C (3.967, -4.282, -1.951)
N (4.310, -4.486, -3.038)
O (-1.417, -2.037, -0.493)
O (-1.333, -0.710, -0.983)

Cartesian forces (eV/Å) of the 2 atoms listed first:
-1.8 0.8 -0.3
0.0 -0.1 0.0

Löwdin atomic charge list, values in e, 6 entries: 1.30, -0.05, -0.36, -0.04, -0.17, 0.08

***

DFT (ωB97M-V/def2-TZVPD) results for an isolated molecule of C14H14N2O5 in a non-equilibrium geometry.

Its net charge is 0. Its LUMO energy is 0.033 eV. The energy comes out at -27961.8792 eV. As for the energy relative to the best compared isomer or geometry (same formula, charge and spin): 166.0 kJ/mol. The calculation puts the frontier orbital gap at 7.93 eV. The structure (SMILES) is O=C(NCCO)/C(=C\c1ccco1)NC(=O)c1ccco1. The calculation puts the HOMO energy at -7.9 eV.

Geometry (Å):
O (1.097, 1.243, -1.455)
C (1.070, 0.769, -0.332)
N (1.856, 1.202, 0.673)
H (1.738, 0.803, 1.591)
C (2.822, 2.258, 0.511)
H (2.832, 2.531, -0.547)
H (3.818, 1.892, 0.796)
C (2.464, 3.486, 1.363)
O (3.389, 4.528, 1.213)
H (4.266, 4.215, 1.461)
H (2.380, 3.185, 2.419)
H (1.503, 3.892, 1.040)
C (0.063, -0.284, 0.026)
C (0.136, -1.213, 1.002)
C (1.259, -1.588, 1.817)
C (2.627, -1.512, 1.659)
C (3.196, -2.181, 2.762)
C (2.148, -2.620, 3.515)
O (0.983, -2.277, 2.952)
H (2.107, -3.168, 4.436)
H (4.238, -2.322, 2.964)
H (3.153, -1.068, 0.838)
H (-0.746, -1.815, 1.176)
N (-1.030, -0.164, -0.823)
C (-2.199, -0.867, -0.841)
O (-2.520, -1.714, -0.028)
C (-3.072, -0.485, -1.959)
C (-4.313, -0.965, -2.299)
C (-4.703, -0.260, -3.456)
C (-3.678, 0.595, -3.737)
O (-2.691, 0.469, -2.843)
H (-3.541, 1.316, -4.519)
H (-5.616, -0.371, -4.004)
H (-4.857, -1.723, -1.776)
H (-0.863, 0.504, -1.573)

Cartesian forces (eV/Å) of the 2 atoms listed first:
-0.1 0.0 -0.2
0.2 0.1 0.3

Löwdin atomic charge list, values in e, 6 entries: 0.07, -0.42, 0.07, 0.13, -0.15, 0.13

***

DFT (ωB97M-V/def2-TZVPD) results for an isolated molecule of C14H14O2S.

Its net charge is 0. Its LUMO energy is -0.839 eV. The energy comes out at -29675.1595 eV. As for the energy relative to the best compared isomer or geometry (same formula, charge and spin): 0.0 kJ/mol. The calculation puts the frontier orbital gap at 7.83 eV. The structure (SMILES) is CCSCC1=C(C)C(=O)c2ccccc2C1=O. The calculation puts the HOMO energy at -8.7 eV.

Geometry (Å):
C (4.829, -0.188, 0.098)
C (4.003, 1.057, 0.439)
S (2.602, 0.768, 1.551)
C (1.631, -0.377, 0.533)
C (0.171, -0.033, 0.442)
C (-0.331, 1.114, -0.043)
C (0.493, 2.237, -0.592)
C (-1.817, 1.319, -0.046)
O (-2.302, 2.425, 0.019)
C (-2.651, 0.091, -0.166)
C (-3.906, 0.114, -0.757)
C (-4.620, -1.067, -0.872)
C (-4.099, -2.258, -0.375)
C (-2.858, -2.277, 0.241)
C (-2.129, -1.099, 0.331)
C (-0.775, -1.080, 0.948)
O (-0.447, -1.884, 1.792)
H (4.289, -1.104, 0.336)
H (5.768, -0.214, 0.646)
H (5.049, -0.220, -0.968)
H (3.603, 1.510, -0.469)
H (4.609, 1.811, 0.936)
H (1.717, -1.373, 0.959)
H (2.035, -0.425, -0.481)
H (-0.148, 3.008, -1.008)
H (1.141, 1.862, -1.389)
H (1.137, 2.669, 0.172)
H (-4.304, 1.051, -1.121)
H (-5.592, -1.071, -1.347)
H (-4.658, -3.180, -0.461)
H (-2.440, -3.185, 0.652)

Cartesian forces (eV/Å) of the 2 atoms listed first:
-0.1 0.0 0.0
-0.2 -0.1 -0.1

Löwdin atomic charge list, values in e, 6 entries: -0.15, -0.54, 0.88, -0.41, -0.15, -0.13